{
  "formula": "C8H11FO2",
  "method": "ωB97M-V with the def2-TZVPD basis set",
  "energy_ev": -15284.00690,
  "orbital_gap_ev": 10.54,
  "lumo_ev": 0.85,
  "homo_ev": -9.694,
  "smiles": "CC#C[C@](C)(F)C(=O)OCC",
  "total_charge": 0,
  "elements": ["C", "C", "C", "C", "C", "F", "C", "O", "O", "C", "C", "H", "H", "H", "H", "H", "H", "H", "H", "H", "H", "H"],
  "xyz": [[3.3144, 1.6464, 0.4727], [2.4906, 0.4598, 0.0435], [1.6802, -0.4501, -0.1040], [0.5999, -1.4205, -0.1859], [0.9343, -2.5917, 0.7898], [0.4503, -1.8251, -1.4614], [-0.7439, -0.7194, 0.2639], [-0.8955, -0.3617, 1.4389], [-1.5631, -0.4674, -0.7100], [-2.7294, 0.2863, -0.4704], [-2.7000, 1.7449, -1.0675], [4.3833, 1.4162, 0.7041], [2.8406, 1.7970, 1.4858], [3.2513, 2.4095, -0.3500], [0.4232, -3.4613, 0.5896], [0.7068, -2.1766, 1.7123], [1.9789, -2.6771, 0.6882], [-3.4664, -0.1851, -1.0180], [-2.9320, 0.3607, 0.6502], [-1.9549, 2.1569, -0.4554], [-2.3249, 1.7954, -2.0311], [-3.7437, 2.2630, -0.9853]],
  "forces_ev_per_a": [[-0.47, -1.36, 0.08], [-0.94, -1.45, 0.08], [1.80, 2.80, 0.27], [-0.95, -0.19, 1.46], [0.45, 2.67, -1.84], [-0.08, -0.78, -1.35], [1.33, 0.94, 3.07], [0.17, -0.88, -2.20], [0.35, -0.05, -1.19], [-0.63, 2.40, 1.42], [-1.78, -1.12, 2.27], [-0.84, -0.06, -0.54], [0.47, 1.05, -1.19], [-0.07, -0.27, 1.42], [-1.25, -1.90, -0.52], [-0.37, 0.35, 2.04], [1.26, -0.73, 0.11], [-1.75, -1.54, -0.56], [0.14, -0.34, -1.63], [0.72, 1.69, 0.88], [0.36, -0.21, -2.13], [2.07, -1.01, 0.03]]
}

{
  "formula": "CHN6",
  "method": "ωB97M-V with the def2-TZVPD basis set",
  "energy_ev": -9992.16798,
  "orbital_gap_ev": 8.18,
  "lumo_ev": 4.64,
  "homo_ev": -3.536,
  "total_charge": -1,
  "elements": ["C", "N", "N", "N", "N", "N", "N", "H"],
  "xyz": [[-0.0833, -1.1276, -0.2091], [-1.2721, -1.4086, 0.2919], [-0.2104, 0.3409, -0.5091], [-2.0880, -0.3536, 0.2979], [-1.4895, 0.7089, -0.1556], [1.9824, 0.7215, 0.5064], [2.7510, 0.0916, -0.0470], [0.4099, 1.0270, -0.1755]],
  "forces_ev_per_a": [[0.78, 1.97, 0.14], [0.46, -1.21, -0.67], [-3.06, -3.09, 0.33], [-0.06, 2.46, -0.71], [-0.34, -0.95, 0.75], [5.99, -3.47, -2.52], [-4.21, 3.59, 3.19], [0.42, 0.70, -0.51]]
}

{
  "formula": "C28H22F12N3O3W",
  "method": "ωB97M-V with the def2-TZVPD basis set",
  "energy_ev": -74439.79892,
  "orbital_gap_ev": [7.03, 7.04],
  "multiplicity": 3,
  "lumo_ev": [-3.36, -3.47],
  "homo_ev": [-10.389, -10.504],
  "total_charge": 1,
  "elements": ["W", "C", "C", "C", "C", "C", "N", "C", "C", "C", "C", "C", "C", "C", "C", "O", "C", "F", "F", "F", "C", "F", "F", "F", "C", "C", "C", "O", "C", "F", "F", "F", "C", "F", "F", "F", "H", "H", "H", "H", "H", "H", "H", "H", "H", "H", "H", "H", "C", "C", "O", "N", "C", "C", "C", "C", "C", "C", "N", "H", "H", "H", "H", "H", "H", "H", "H", "H", "H"],
  "xyz": [[-0.1407, 0.1989, -0.9547], [-2.7289, -3.2631, 4.5350], [-1.9079, -2.4411, 3.5842], [-1.4555, -1.1696, 3.9245], [-0.7063, -0.4281, 3.0327], [-0.3848, -0.9380, 1.7774], [0.3841, -0.0878, 0.8995], [1.4784, 0.6120, 1.5325], [2.2580, -0.1078, 2.4311], [3.3029, 0.4942, 3.1087], [3.6031, 1.8342, 2.9014], [4.7450, 2.5017, 3.6123], [2.8450, 2.5343, 1.9720], [1.7999, 1.9496, 1.2622], [1.0695, 2.7062, 0.1580], [0.8454, 1.8461, -0.9367], [1.9120, 3.8440, -0.4909], [3.0777, 3.3462, -0.9058], [2.1641, 4.8785, 0.3141], [1.2691, 4.3278, -1.5644], [-0.2867, 3.2648, 0.6558], [-0.9867, 2.3348, 1.3257], [-0.1121, 4.3048, 1.4666], [-1.0648, 3.6571, -0.3744], [-0.8659, -2.1920, 1.3922], [-1.6043, -2.9238, 2.3197], [-0.5761, -2.7010, -0.0209], [-0.6838, -1.6980, -0.9661], [-1.5978, -3.7736, -0.4931], [-2.8491, -3.3509, -0.2666], [-1.4308, -4.9488, 0.1297], [-1.4958, -3.9965, -1.8032], [0.8564, -3.3105, -0.0793], [1.0380, -4.0886, -1.1566], [1.1239, -4.0385, 1.0045], [1.7804, -2.3302, -0.1505], [-2.4687, -3.0509, 5.5713], [-2.5764, -4.3284, 4.3646], [-3.7945, -3.0602, 4.4136], [-1.6829, -0.7549, 4.8987], [-0.3497, 0.5523, 3.3156], [2.0242, -1.1478, 2.6137], [3.8855, -0.0920, 3.8084], [4.9834, 1.9911, 4.5439], [4.5154, 3.5409, 3.8458], [5.6421, 2.4951, 2.9904], [3.0954, 3.5699, 1.7949], [-1.9590, -3.9117, 2.0643], [-4.3769, 0.5439, -2.0165], [-2.9404, 0.8862, -2.2313], [-2.1226, 0.6497, -1.2958], [-2.5543, 1.4204, -3.3719], [-1.1811, 1.8343, -3.6689], [-0.3115, 0.6909, -4.1130], [-0.0618, 0.4527, -5.4499], [0.7501, -0.6168, -5.8073], [1.2855, -1.4190, -4.8187], [0.9896, -1.1270, -3.4976], [0.2161, -0.0903, -3.1529], [-4.5590, 0.4325, -0.9527], [-4.5686, -0.4147, -2.5040], [-5.0376, 1.2961, -2.4439], [-3.2691, 1.5956, -4.0614], [-0.7703, 2.3288, -2.7849], [-1.2350, 2.5889, -4.4502], [-0.4903, 1.1011, -6.2017], [0.9605, -0.8137, -6.8497], [1.9218, -2.2607, -5.0487], [1.3651, -1.7297, -2.6812]],
  "forces_ev_per_a": [[-0.50, -0.46, 0.74], [0.00, -0.09, 0.08], [0.02, 0.05, -0.03], [0.03, -0.02, -0.06], [-0.09, -0.16, 0.10], [0.11, 0.27, -0.28], [0.19, 0.27, -0.01], [-0.23, -0.28, -0.21], [0.10, 0.16, 0.09], [-0.08, -0.05, -0.06], [-0.01, -0.02, 0.00], [0.03, 0.04, 0.04], [-0.02, 0.06, -0.05], [0.13, -0.02, 0.11], [0.22, -0.23, -0.14], [-0.28, -0.07, 0.02], [0.05, 0.04, 0.04], [-0.01, 0.00, -0.02], [-0.04, -0.02, 0.01], [0.00, -0.03, 0.01], [-0.16, 0.17, 0.03], [0.06, 0.11, -0.08], [-0.05, -0.08, -0.02], [0.09, -0.03, 0.09], [0.07, 0.13, 0.05], [0.01, -0.09, -0.03], [-0.18, 0.03, 0.13], [0.51, 0.21, -0.24], [-0.02, -0.07, 0.11], [0.00, 0.01, 0.02], [0.00, 0.04, 0.00], [0.02, 0.02, -0.07], [0.06, -0.12, 0.03], [0.02, 0.12, 0.04], [-0.01, 0.00, -0.08], [-0.03, -0.12, 0.00], [0.00, 0.03, -0.01], [-0.01, 0.00, -0.01], [0.00, 0.03, -0.01], [-0.02, -0.01, 0.01], [0.01, 0.02, -0.03], [-0.01, -0.01, -0.01], [0.02, 0.02, 0.01], [0.00, -0.02, 0.00], [-0.01, 0.00, -0.02], [0.01, 0.00, 0.00], [0.01, 0.00, 0.02], [0.00, -0.01, -0.02], [0.08, 0.00, -0.14], [-0.01, -0.12, 0.35], [0.16, 0.15, -0.47], [-0.08, 0.08, -0.08], [-0.10, 0.20, 0.08], [0.22, -0.05, -0.09], [0.05, -0.05, 0.04], [-0.03, 0.05, -0.10], [-0.01, 0.01, 0.20], [-0.01, -0.01, -0.14], [-0.28, 0.02, 0.16], [-0.02, 0.03, 0.01], [-0.04, 0.00, 0.03], [-0.02, -0.02, 0.00], [0.02, -0.01, -0.02], [0.05, -0.05, -0.03], [0.00, -0.03, -0.02], [0.01, 0.00, -0.01], [0.00, 0.00, 0.00], [0.00, 0.00, -0.01], [0.03, -0.03, -0.04]]
}